Entry P
19
Properties=species:S:1:pos:R:3 method="wB97M-V/def2-TZVPD" e_lumo_ev=-0.4 orbital_gap_ev=8.604 mol_weight_g_mol=148.17 charge=0 smiles="CC1(n2ccnc2)N=CC=N1"
C 2.91 0.22 -0.60
C 1.73 0.81 -0.80
C 1.53 -1.05 0.40
C -2.02 -1.55 0.12
C -2.05 -0.80 -1.10
C -0.61 0.15 0.18
C -0.84 1.44 0.95
N 2.78 -0.96 0.08
N -1.20 -1.00 0.94
N -1.38 0.28 -1.03
N 0.81 0.03 -0.04
H 3.87 0.53 -0.77
H 1.48 1.72 -1.24
H 1.04 -1.74 1.07
H -2.55 -2.40 0.47
H -2.78 -0.97 -1.86
H -1.89 1.80 0.88
H -0.22 2.12 0.32
H -0.61 1.36 2.03

Entry Q
19
Properties=species:S:1:pos:R:3 method="wB97M-V/def2-TZVPD" e_lumo_ev=0.7 orbital_gap_ev=8.948 mol_weight_g_mol=148.17 charge=0 smiles=Nc1ccc(N)c2[nH]ncc12
C 0.88 -1.31 -0.38
C 1.94 -0.54 0.04
C 1.75 0.82 0.45
C 0.59 1.46 0.40
C -0.49 0.60 0.10
C -1.64 -1.15 -0.58
C -0.35 -0.69 -0.44
H 2.00 -2.64 -1.42
H 1.11 -3.20 -0.05
H 2.96 -0.98 0.39
H 2.56 1.40 0.73
H 0.42 2.65 2.12
H 1.01 3.53 0.88
H -2.33 1.61 0.80
H -1.73 -2.17 -1.04
N 0.95 -2.67 -0.89
N 0.29 2.73 1.07
N -1.84 0.81 0.11
N -2.56 -0.20 -0.28

Of them, entry Q has the lowest stability.

Entry P
18
Properties=species:S:1:pos:R:3 method="wB97M-V/def2-TZVPD" e_lumo_ev="-7.5 / -15.7" s_squared=0.75 orbital_gap_ev="12.023 / 3.811" mol_weight_g_mol=90.15 charge=+2 spin_multiplicity=2
C 1.35 -0.12 -0.57
N 0.60 -0.15 0.78
C -0.35 -1.24 0.67
C -1.01 -1.13 -0.72
C 0.18 -0.59 -1.52
H 1.66 0.85 -0.69
H 2.15 -0.86 -0.44
H 0.09 0.74 0.94
H 1.32 -0.36 1.56
H -1.17 -1.46 1.35
H 0.06 -2.15 0.75
H -1.39 -2.07 -0.92
H -2.00 -0.65 -0.76
H -0.05 0.13 -2.27
H 0.54 -1.46 -2.22
H -1.19 2.68 0.31
H -0.60 3.38 1.57
O -0.58 2.59 1.02

Entry Q
18
Properties=species:S:1:pos:R:3 method="wB97M-V/def2-TZVPD" e_lumo_ev="-7.8 / -14.9" s_squared=0.75 orbital_gap_ev="14.072 / 6.889" mol_weight_g_mol=90.15 charge=+2 spin_multiplicity=2
O -1.46 -1.47 -1.19
C -0.87 -0.86 0.02
C 0.20 0.29 -0.28
N 0.83 0.57 0.97
C -0.03 1.56 1.61
C 1.29 -0.07 -1.34
H -1.43 -2.38 -0.94
H -0.39 -1.75 0.70
H -1.69 -0.41 0.57
H -0.31 1.08 -0.67
H 1.02 -0.20 1.67
H 1.75 0.96 0.77
H -1.01 1.23 1.60
H -0.11 2.56 1.02
H 0.14 1.74 2.68
H 0.65 -0.25 -2.20
H 1.96 0.74 -1.34
H 1.77 -1.07 -1.22

Of them, entry Q has the lowest stability.

Entry P
15
Properties=species:S:1:pos:R:3 method="wB97M-V/def2-TZVPD" e_lumo_ev=1.0 orbital_gap_ev=10.181 mol_weight_g_mol=101.12 charge=0
C -1.43 0.09 0.58
C -0.85 1.32 -0.13
C 0.46 1.48 -0.34
C 1.61 0.66 0.18
C 1.80 -0.63 0.20
H -1.42 -1.36 -0.74
H -2.65 -1.42 0.40
H -0.60 -0.37 1.14
H -2.20 0.44 1.30
H -1.55 2.03 -0.55
H 0.77 2.39 -0.80
H 2.39 1.25 0.63
H 2.69 -1.15 0.54
N -2.14 -0.83 -0.28
F 0.89 -1.51 -0.32

Entry Q
15
Properties=species:S:1:pos:R:3 method="wB97M-V/def2-TZVPD" e_lumo_ev=0.9 orbital_gap_ev=8.721 mol_weight_g_mol=101.12 charge=0 smiles="C1=C2N[C@@H]2CC1.F"
C -0.23 0.63 -1.50
C 0.04 1.51 -0.18
C -0.93 -0.59 -0.89
C 0.29 0.42 0.97
C -0.53 -0.62 0.39
N -0.80 -0.27 1.67
F 2.41 -2.68 1.39
H -0.93 1.03 -2.24
H 0.76 0.56 -1.93
H 0.93 2.17 -0.63
H -0.96 1.92 0.05
H -1.73 -1.05 -1.36
H 2.10 -3.39 0.85
H 1.20 0.20 1.44
H -1.61 0.18 1.97

Of them, entry Q has the lowest stability.